(1)
A 21-piece molecular cluster, C27H12Cl82O3 overall. Source: the OMol25 dataset; level of theory: ωB97M-V with the def2-TZVPD basis set.

Output
- LUMO level: -0.00797 Ha
- Total charge: 0
- Frontier orbital gap: 10.49 eV
- Strongest force on any atom: 5.11 eV/A
- DFT total energy: -38997.12527 Ha

The geometry in XYZ format:
```
124
C27H12Cl82O3, DFT ωB97M-V with the def2-TZVPD basis set
Cl -0.5469 -4.5495 7.1540
Cl 9.3635 5.6646 -2.7133
Cl 9.0156 4.0084 -5.0724
Cl -2.9956 -10.4003 4.2754
Cl -7.8498 -1.0377 -1.7534
Cl -11.4238 4.7941 -5.7992
Cl -13.2057 -5.2152 -9.8436
Cl 0.2297 -6.7521 2.2423
Cl -10.6575 -0.9444 -7.5333
Cl -8.7022 0.5517 0.5238
Cl 6.8598 4.2579 -3.1472
Cl 8.0129 -2.2125 1.8174
Cl 12.1753 1.9844 0.1832
Cl 10.1497 3.4543 2.5728
Cl -3.9876 0.3245 -0.1515
Cl 1.5395 -2.0525 3.9918
Cl 1.5917 -4.2656 1.6291
Cl 4.3273 3.4401 1.3569
Cl -5.0502 -6.5750 3.0957
Cl 7.1511 -4.6929 3.0498
Cl 12.8437 2.9718 3.5346
Cl 1.2652 -6.0202 5.4314
Cl -11.3962 -6.9520 -8.3858
Cl -4.0540 1.0728 2.6568
Cl 2.2741 -3.8719 7.1008
Cl 13.0308 1.8669 -2.5865
Cl -12.5010 6.9498 -4.1858
Cl -10.3038 -3.8198 -7.3873
Cl 12.1190 9.5157 -0.9030
Cl -2.9187 -0.7629 5.4838
Cl 11.1531 0.7366 2.7837
Cl -9.3214 2.1842 -5.0202
Cl 7.7013 7.2059 -8.2923
Cl 4.7599 3.2626 -1.5022
Cl -2.8878 -1.4599 1.8570
Cl 6.7539 4.5256 0.1949
Cl -0.8600 -4.9600 0.2375
Cl 10.5657 2.2617 5.1838
Cl -14.1657 5.6597 -6.1812
Cl -6.4117 -4.6116 -9.9934
Cl -14.1244 -7.7980 -8.8939
Cl 9.6588 9.6393 0.6291
Cl -11.9758 7.3745 -7.0077
Cl -5.3826 -1.4364 4.0869
Cl 9.5958 8.8142 -2.1517
Cl -9.5909 1.4260 -2.2320
Cl -4.5586 6.0705 1.2066
Cl 6.8910 2.1183 3.1425
Cl 7.1326 9.7642 -9.5363
Cl -5.4543 -0.7110 6.8945
Cl -8.0735 -2.1199 -8.1287
Cl -11.2146 0.1248 -4.2510
Cl 10.7595 7.0670 -0.1421
Cl -4.1612 -4.7834 -11.8162
Cl 6.7251 9.4173 -6.6847
Cl -13.5965 -5.6613 -7.0039
Cl -4.0545 3.3026 0.4962
Cl -5.2114 -6.2234 0.2204
Cl 4.2085 5.8362 -0.2747
Cl -1.5310 1.0268 1.2227
Cl -0.9371 -4.2210 3.0400
Cl 4.9571 8.1040 -8.5737
Cl 10.8071 0.2339 -1.6858
Cl -2.1647 5.3647 -0.2730
Cl 5.1866 -2.8460 1.9776
Cl -4.1990 -4.0780 1.8911
Cl 7.5716 6.5140 -4.8284
Cl -6.6180 -1.4414 0.8399
Cl -3.2112 -11.9945 1.8608
Cl -2.4251 4.6013 2.5141
Cl -7.0174 -4.7686 1.9635
Cl 6.9084 -4.3386 0.1806
Cl 10.5012 3.1120 -1.8950
Cl -5.4515 -11.8329 3.6973
Cl -9.3617 -2.2719 0.3933
Cl -9.0646 -2.1050 -5.4018
Cl -11.7203 2.8940 -3.5493
Cl -3.9580 -3.1803 -9.4066
Cl -4.2981 -3.2445 6.0791
Cl 1.4035 -6.3616 8.3091
Cl -5.6594 -2.3093 -11.5891
Cl -4.7103 -9.5224 2.1072
O 2.8288 1.0454 4.9402
O 3.7666 1.9656 6.8804
O 5.0049 2.2725 4.9949
C 6.6292 8.6225 -8.2718
C -5.3701 -5.4108 1.7927
C -9.5250 -2.2470 -7.1127
C -0.0235 0.3738 4.2464
C 10.5330 8.7594 -0.6424
C -8.1331 -1.0502 0.0005
C 0.0057 -5.0502 1.7862
C -12.5161 6.1944 -5.7939
C -13.0811 -6.4065 -8.5319
C 11.1771 2.3556 3.5188
C -3.1145 0.2418 1.3959
C -5.0474 -3.7214 -10.7014
C 1.0994 -5.2012 6.9987
C 6.1161 0.0218 4.9884
C -4.0923 -10.9376 2.9849
C 5.0138 4.2681 -0.0564
C -3.3011 4.8348 0.9856
C 7.5758 -0.5223 4.6044
C 8.2025 5.1106 -3.9396
C 11.6290 1.7986 -1.4966
C 0.9345 -0.6618 5.0202
C -10.4626 1.6577 -3.7625
C 5.6026 1.2714 4.1231
C 2.1531 0.0813 5.7958
C -4.5135 -1.5374 5.6346
C 3.8429 1.7355 5.6418
C 6.8152 -3.5229 1.7558
H 8.3909 -0.0533 5.2752
H 5.3804 -0.8446 4.7694
H -1.0968 -0.0567 4.2730
H -0.0857 1.4000 4.7715
H 6.0919 0.1774 6.1185
H 0.3434 0.4570 3.1677
H 7.8308 -0.4752 3.4957
H 1.6488 0.5995 6.6974
H 7.5829 -1.6471 4.8820
H 0.2910 -1.1150 5.8661
H 2.8507 -0.7555 6.1767
H 4.7972 0.8788 3.3944
```

---

(2)
C27H15F12N2O6Re as an isolated structure. Source: the OMol25 dataset; level of theory: ωB97M-V with the def2-TZVPD basis set.

Output
- LUMO level: -0.35771 Ha
- Total charge: +2
- Frontier orbital gap: 5.56 eV
- Strongest force on any atom: 0.87 eV/A
- DFT total energy: -2875.03311 Ha

The geometry in XYZ format:
```
63
C27H15F12N2O6Re, DFT ωB97M-V with the def2-TZVPD basis set
Re 0.0965 -0.1851 0.5009
F -3.8042 -0.7722 2.1131
F -0.0669 -0.2290 -2.7581
F 1.9277 -0.6446 -3.4596
F -3.4240 -2.0987 -1.9469
F 3.6953 1.8358 -0.7866
F 3.5966 1.7110 -2.9575
F -2.6063 -3.4449 -0.4701
F -1.6417 -0.4991 2.0765
F 0.9818 1.2349 -3.9600
F -4.5245 -2.5082 -0.1170
F -2.4925 -2.4903 2.0010
F 3.8205 -0.0797 -1.7683
O 1.0908 3.0385 2.6329
O 2.1821 -3.6320 1.2116
O 0.6429 -2.0855 0.6896
O 1.5658 0.1066 -0.6068
O -1.2476 -1.2615 -0.2575
O 0.0299 1.4237 1.4929
N 1.6247 -0.3171 2.0004
N -1.0285 1.2312 -0.7358
C 2.9707 0.7932 3.6018
C 1.9386 0.7778 2.6904
C 3.2451 1.1079 -1.8194
C -0.2942 4.8084 -1.0541
C -2.3083 1.1663 -1.0699
C 1.0336 1.8964 2.3383
C -3.3008 -2.3430 -0.6425
C -6.5493 1.6291 -1.3186
C -2.5982 -1.1253 0.0491
C 1.7418 6.0148 -1.9081
C -2.8814 2.1295 -1.9737
C -4.2361 2.2921 -2.0432
C 3.6954 -0.3862 3.7840
C 1.7431 -2.5339 1.3156
C -4.5206 0.3943 -0.5324
C -5.0781 1.4768 -1.2729
C -3.1793 0.1724 -0.4856
C 0.9890 4.7698 -1.5852
C -0.3329 2.3842 -1.0108
C -2.7062 -1.2668 1.5867
C 1.0190 2.3258 -1.4634
C -0.9498 3.6306 -0.7711
C 2.3041 -1.4396 2.1646
C 3.3613 -1.5189 3.0567
C 1.6951 0.9795 -1.7126
C 1.6153 3.5194 -1.7860
C 1.1403 0.3104 -3.0099
H -6.8551 2.5631 -1.7817
H 1.1352 6.9045 -1.7670
H -4.6683 3.0162 -2.7197
H 4.5109 -0.4142 4.4939
H 2.0951 5.9827 -2.9404
H -6.9733 0.7993 -1.8957
H 3.8853 -2.4589 3.1637
H -1.8980 3.6421 -0.2496
H -5.2068 -0.2955 -0.0607
H 2.6051 3.5356 -2.2176
H -0.7612 5.7579 -0.8333
H -6.9703 1.5503 -0.3141
H -2.2251 2.6789 -2.6346
H 2.6272 6.0888 -1.2730
H 3.1976 1.6999 4.1445
```

---

(3)
C27H16Cl2F5N4O4V as an isolated structure. Source: the OMol25 dataset; level of theory: ωB97M-V with the def2-TZVPD basis set.

Output
- Multiplicity: 3
- LUMO level (spin up / spin down): -0.01717 / -0.02114 Ha
- Total charge: 0
- Frontier orbital gap (spin up / spin down): 7.28 / 7.20 eV
- Strongest force on any atom: 5.30 eV/A
- DFT total energy: -3922.23696 Ha

The geometry in XYZ format:
```
59
C27H16Cl2F5N4O4V, DFT ωB97M-V with the def2-TZVPD basis set
V 0.4254 -0.6224 -0.3685
Cl 1.5470 -6.8782 -1.9771
Cl -1.5247 -6.5514 -2.4300
F 1.0613 2.2815 -1.3437
F 1.2677 5.0138 -0.7948
F -1.6113 4.4329 2.9001
F -0.0400 6.0428 1.3636
F -1.7464 1.7546 2.3843
O 3.7962 -2.3152 -1.7487
O 0.5631 -1.5487 2.0032
O -2.2047 -1.6988 -3.2415
O -0.2990 0.7315 0.2368
N -0.8577 -1.5446 -1.4009
N 1.6276 -1.7838 -1.1030
N 2.3297 0.2077 0.2018
N -2.8039 0.3614 -0.5424
C -1.1589 -3.9416 -1.9271
C 4.8739 1.3583 0.1478
C 4.5964 0.2233 -0.5944
C -3.5995 1.3715 -0.2238
C -2.5646 0.1440 -1.8340
C -1.8503 -1.1173 -2.2279
C 3.8659 1.8774 0.9487
C 3.3184 -0.3188 -0.5311
C 2.6226 1.2703 0.9481
C -0.3869 -2.8338 -1.5924
C -0.1687 -1.1592 2.8960
C -1.6286 -1.5015 2.9398
C -3.0974 0.9438 -2.8453
C 1.6139 -4.2219 -1.5778
C 0.3529 -0.2663 3.9931
C 0.5092 4.2169 -0.0407
C 0.8225 -5.3224 -1.8709
C -4.1713 2.2276 -1.1562
C 2.9628 -1.6004 -1.2202
C -0.5544 -5.1824 -2.0519
C -0.3457 1.9824 0.4926
C -1.0307 2.5604 1.5815
C -0.1659 4.7471 1.0625
C 1.0123 -2.9744 -1.4272
C -0.9527 3.9169 1.8586
C 0.3994 2.8685 -0.3194
C -3.8997 2.0168 -2.4997
H -0.0566 0.7322 3.8563
H 0.0419 -0.6160 4.9737
H -3.8114 1.4941 0.8321
H 4.0364 2.7474 1.5619
H 5.3340 -0.2589 -1.2182
H -4.3342 2.6550 -3.2575
H 1.8352 1.6547 1.5851
H -2.2198 -3.8394 -2.0913
H -2.1825 -0.7220 2.4142
H -4.8175 3.0299 -0.8347
H 5.8540 1.8082 0.1386
H 2.6823 -4.3321 -1.4778
H -2.8937 0.6953 -3.8755
H -1.8081 -2.4408 2.4190
H -2.0040 -1.5543 3.9572
H 1.4387 -0.2213 3.9489
```

---

(4)
C27H16CuI2N6O as an isolated structure. Source: the OMol25 dataset; level of theory: ωB97M-V with the def2-TZVPD basis set.

Output
- LUMO level: 0.07988 Ha
- Total charge: -1
- Frontier orbital gap: 6.48 eV
- Strongest force on any atom: 3.92 eV/A
- DFT total energy: -3678.26083 Ha

The geometry in XYZ format:
```
53
C27H16CuI2N6O, DFT ωB97M-V with the def2-TZVPD basis set
I -1.9990 1.6751 -6.6044
I -3.1522 4.0616 -1.2513
Cu 0.0187 0.6586 0.3883
O -0.8934 2.1651 -0.4288
N 0.5287 0.3022 -1.8248
N 2.1416 1.2676 0.5807
N 0.1571 -0.7902 1.6476
N 2.5975 -0.7859 1.8327
N -2.3111 -1.2063 0.2387
N -2.0382 -1.0224 2.4814
C -2.7027 -0.5907 1.3581
C -4.2442 0.7901 0.1696
C 3.9544 -0.1263 -0.0534
C -2.9066 -0.8315 -0.8980
C 1.6138 -2.9046 5.5138
C 0.3515 0.0786 -4.5060
C 2.5405 2.1981 -0.3165
C -0.1177 -1.9802 3.6722
C -1.9389 2.7969 -2.4335
C -3.6788 0.3845 1.3510
C 2.1872 -2.3927 4.3344
C -0.2564 1.1395 -2.4875
C 3.5637 1.9605 -1.2090
C -0.5944 -2.5558 4.8156
C 4.2800 0.7444 -1.0786
C 1.2378 -1.9824 3.4130
C -1.0256 2.0751 -1.6639
C -0.4829 0.9956 -3.9054
C -1.4860 1.7706 -4.5483
C -3.9061 0.1103 -1.0115
C 2.8444 0.0976 0.7597
C -0.7607 -1.1951 2.5506
C 1.2556 -0.5768 -2.4119
C 0.2600 -3.0709 5.7153
C 1.3810 -1.1788 2.2058
C 1.1395 -0.7529 -3.8218
C -2.2201 2.6704 -3.7679
H -4.3377 0.3911 -1.9549
H -4.9154 1.6382 0.1662
H -3.0527 3.1770 -4.2251
H 3.2747 -2.2893 4.1978
H 0.4920 0.1182 -5.6363
H 1.9522 3.1187 -0.3763
H 5.1270 0.5512 -1.7676
H 4.5956 -1.0015 0.2723
H -3.8735 0.8874 2.2873
H 2.2562 -3.2101 6.2666
H -2.5113 -1.2849 -1.7847
H 1.6694 -1.5522 -4.2808
H 1.8386 -1.1934 -1.7774
H -1.6450 -2.5923 5.0466
H -0.0861 -3.5005 6.6578
H 3.8779 2.7437 -1.8975
```

---

(5)
C27H17AuBrNO6S4 as an isolated structure. Source: the OMol25 dataset; level of theory: ωB97M-V with the def2-TZVPD basis set.

Output
- LUMO level (spin up / spin down): 0.15371 / 0.15371 Ha
- Total charge: -2
- Frontier orbital gap (spin up / spin down): 3.83 / 3.83 eV
- Strongest force on any atom: 5.33 eV/A
- DFT total energy: -5847.65476 Ha

The geometry in XYZ format:
```
57
C27H17AuBrNO6S4, DFT ωB97M-V with the def2-TZVPD basis set
Au 1.0073 -0.4311 -0.6176
Br -4.0878 -2.5352 -1.2628
S 1.2541 -1.2779 2.4748
S 2.6143 4.4786 -1.0623
S 0.4112 2.5581 -3.6178
S -0.5881 4.8985 -1.3124
O 0.2916 1.3301 0.0944
O 2.0364 -4.3544 -1.8512
O 1.6964 -2.3365 -1.0607
O 1.8130 -2.6023 2.3315
O 2.0954 -0.1346 2.7223
O -2.1136 -0.6748 0.7930
N 0.1803 -0.9665 1.1672
C -1.7563 3.0883 0.1183
C -2.2227 -1.3497 5.2716
C -1.2912 -1.0584 3.0370
C -1.3415 -2.8777 -1.7390
C 3.7841 3.5850 1.0337
C -0.0470 -1.1514 3.6023
C 1.8670 3.1289 -0.2321
C -0.9138 -1.5621 5.7950
C -2.7891 -4.4709 -3.0310
C -0.5941 3.3291 -0.5764
C -2.4253 -1.1771 3.8954
C 2.6150 2.8239 0.9190
C 0.1326 -1.3469 4.9383
C 0.9039 1.9445 -2.1527
C -2.1125 5.2512 -0.5404
C 3.9389 4.5951 0.1092
C -2.6380 4.2238 0.1076
C 1.2968 1.3290 -4.5075
C -0.3867 -4.6541 -3.0869
C 1.2586 -3.4025 -1.6388
C -1.6626 -5.1534 -3.4624
C 0.5999 2.4002 -0.7127
C 1.9248 0.4457 -3.6805
C -2.5837 -3.3949 -2.1401
C -1.1538 -0.9133 1.5693
C -0.2013 -3.5460 -2.2314
C 1.7353 0.8042 -2.2866
H 2.5873 0.7658 -1.5902
H -2.4996 6.2330 -0.7051
H -0.7712 -1.9335 6.8457
H -3.4903 -1.1078 3.6002
H 4.5307 3.4409 1.8245
H 1.3324 1.3935 -5.6097
H 2.4726 -0.4746 -4.0082
H 1.1340 -1.4297 5.3538
H -3.1154 -1.4342 5.8947
H 4.7406 5.2053 -0.1000
H 0.5170 -5.1916 -3.3300
H -3.7730 -4.7695 -3.3176
H -1.7395 -6.1041 -3.9530
H -1.2474 -2.0213 -1.0050
H 2.2741 2.1163 1.6822
H -3.6369 4.2693 0.5413
H -1.8633 2.2000 0.7001
```

---

(6)
C27H17Br4CrNO8S as an isolated structure. Source: the OMol25 dataset; level of theory: ωB97M-V with the def2-TZVPD basis set.

Output
- Multiplicity: 5
- LUMO level (spin up / spin down): 0.13446 / 0.13447 Ha
- Total charge: -2
- Frontier orbital gap (spin up / spin down): 2.69 / 5.90 eV
- Strongest force on any atom: 9.17 eV/A
- DFT total energy: -13434.25827 Ha

The geometry in XYZ format:
```
59
C27H17Br4CrNO8S, DFT ωB97M-V with the def2-TZVPD basis set
Br 6.2672 9.2483 12.7056
Br 5.5407 6.4078 11.0091
Br 7.1688 5.7822 8.2300
Br 9.8526 7.6899 7.3284
Cr 9.8025 11.6822 10.1792
S 12.6954 12.7855 8.8040
O 10.2264 16.4359 13.9145
O 8.3862 12.9881 9.4380
O 11.2447 11.0413 11.4709
O 12.3646 11.4284 13.3987
O 9.9381 10.0686 9.1190
O 11.2104 12.3474 8.9326
O 7.7287 15.1864 9.8015
O 8.5419 10.7347 11.1879
N 10.0561 13.2673 11.5035
C 14.8416 13.7836 12.0204
C 12.5333 13.7337 7.2212
C 11.6171 11.7120 12.4478
C 14.3728 14.0461 10.5587
C 9.0033 9.2177 9.5198
C 7.6006 7.2935 9.2437
C 11.4893 16.1520 7.2678
C 10.3436 16.9010 7.0829
C 8.3280 14.1485 10.1050
C 10.0634 14.1865 6.9411
C 9.0904 14.1789 11.3713
C 11.3357 14.7268 7.2607
C 13.0131 14.1365 9.9602
C 7.2333 8.7438 11.1482
C 17.0826 14.0779 11.2992
C 10.9885 14.1961 13.3554
C 16.6944 14.2968 10.0730
C 8.2609 9.5746 10.6850
C 10.8455 13.1237 12.5363
C 9.1283 16.3732 6.9190
C 16.1459 14.1108 12.2520
C 10.0846 15.3101 13.1535
C 8.9194 15.0029 6.9540
C 8.6899 8.0805 8.8016
C 15.4471 14.3798 9.5868
C 6.8793 7.6233 10.3822
C 9.2129 15.2481 12.1167
H 7.8754 14.6924 6.7026
H 13.5597 14.7995 6.9007
H 8.1205 17.2856 6.8390
H 12.5771 12.8450 6.4543
H 9.9847 13.1287 7.1609
H 13.0555 15.1475 9.3552
H 15.0954 14.5662 8.5378
H 10.2249 18.2394 6.8941
H 12.3520 16.5677 7.5589
H 11.6881 13.9983 14.2742
H 16.7582 14.5556 13.5533
H 8.2744 16.0191 11.7804
H 10.7417 16.1165 14.7054
H 11.9190 14.5026 10.6577
H 17.4979 14.4908 9.0897
H 14.0464 13.8091 12.7776
H 18.3001 14.2155 11.5123
```

---

(7)
C27H18Br2IN4O2Pt as an isolated structure. Source: the OMol25 dataset; level of theory: ωB97M-V with the def2-TZVPD basis set.

Output
- LUMO level: -0.14912 Ha
- Total charge: +1
- Frontier orbital gap: 6.53 eV
- Strongest force on any atom: 2.57 eV/A
- DFT total energy: -6974.07815 Ha

The geometry in XYZ format:
```
55
C27H18Br2IN4O2Pt, DFT ωB97M-V with the def2-TZVPD basis set
Pt -1.1025 0.1356 -0.3236
I 6.4342 0.6227 -1.9673
Br -0.8518 5.6378 3.4639
Br 4.6455 0.0645 3.5710
O -0.1370 2.2417 -3.8708
O -0.5862 1.3702 -1.8888
N 0.5664 -0.3629 1.3778
N -2.4159 -0.9106 0.7883
N -1.0148 1.7846 0.8429
N -1.1034 -1.5736 -1.3781
C -0.0087 3.0584 2.6053
C -1.8580 2.7941 0.6252
C -1.7659 -3.8810 -1.2820
C 2.5915 1.9000 -3.5553
C -0.1203 -3.1627 -2.8537
C -4.1856 -1.1458 2.3607
C -3.1517 -0.4361 1.7962
C -0.8941 4.0881 2.3780
C -0.2743 -1.8767 -2.3777
C -0.8747 -4.1919 -2.2809
C 2.0898 0.9583 2.6705
C 1.3757 -1.4026 1.5075
C -3.7540 -2.9038 0.8054
C 0.2003 1.7241 -2.8320
C -0.0576 1.9037 1.8116
C 3.4886 0.6445 -1.2390
C 0.8738 0.8121 1.9833
C 2.9396 -0.1246 2.7639
C 2.5620 -1.3559 2.2113
C 4.3794 1.0325 -2.2278
C 1.6881 1.4876 -2.5822
C -1.8379 3.9645 1.3459
C 3.9427 1.6643 -3.3808
C -1.8651 -2.5604 -0.8187
C 2.1396 0.8713 -1.4253
C -2.6977 -2.1473 0.2768
C -4.5009 -2.4096 1.8459
H -3.9869 -3.8596 0.3664
H 2.2217 2.3885 -4.4422
H 2.3768 1.9144 3.0789
H -2.3717 -4.6477 -0.8311
H -0.7555 -5.2110 -2.6111
H 0.5688 -3.3633 -3.6536
H 0.7052 3.1380 3.4080
H -5.3198 -2.9799 2.2528
H -2.8947 0.5472 2.1659
H 1.0648 -2.3107 1.0102
H 4.6482 1.9644 -4.1405
H 1.4307 0.5562 -0.6697
H 0.2850 -1.0583 -2.8099
H -2.5876 2.6395 -0.1630
H 3.8453 0.1660 -0.3402
H -2.5316 4.7583 1.1330
H -4.7414 -0.7290 3.1813
H 3.1837 -2.2283 2.3175
```